1.
Here is C54H49CaFN3O3P2Si as an isolated structure from the Open Molecules 2025 dataset. Energies are from ωB97M-V/def2-TZVPD.

As for the spin multiplicity: 1. Its HOMO energy is -7.64 eV. The total charge is +1. The orbital gap comes out at 4.4 eV. The calculation puts the energy relative to the best compared isomer or geometry (same formula, charge and spin) at 0.0 kJ/mol.

Element x y z (Å)
Ca1 1.458 -1.123 -0.495
C1 0.837 -1.321 3.605
Si1 1.678 -0.276 2.242
C2 0.891 1.470 2.543
C3 0.444 1.801 3.828
C4 -0.224 2.978 4.110
C5 -0.478 3.883 3.090
C6 -0.043 3.598 1.810
C7 0.635 2.410 1.530
P1 1.341 2.140 -0.144
C8 0.259 3.159 -1.222
C9 0.348 4.545 -1.355
C10 -0.522 5.237 -2.179
C11 -1.500 4.557 -2.891
C12 -1.595 3.179 -2.775
C13 -0.718 2.487 -1.952
C14 2.828 3.201 -0.032
C15 3.445 3.625 -1.209
C16 4.540 4.471 -1.172
C17 5.048 4.894 0.050
C18 4.469 4.442 1.225
C19 3.368 3.597 1.186
C20 3.500 -0.144 2.889
C21 3.761 -0.096 4.258
C22 5.043 -0.112 4.779
C23 6.129 -0.197 3.924
C24 5.913 -0.243 2.557
C25 4.619 -0.209 2.038
P2 4.386 -0.145 0.216
C26 6.049 0.306 -0.383
C27 7.029 -0.603 -0.771
C28 8.277 -0.158 -1.178
C29 8.563 1.199 -1.196
C30 7.593 2.113 -0.811
C31 6.343 1.668 -0.414
C32 4.288 -1.890 -0.346
C33 4.111 -2.959 0.528
C34 3.995 -4.253 0.038
C35 4.059 -4.490 -1.324
C36 4.221 -3.430 -2.206
C37 4.323 -2.137 -1.723
H1 -0.245 -1.211 3.502
H2 1.087 -1.101 4.642
H3 1.068 -2.374 3.432
H4 0.622 1.102 4.634
H5 -0.545 3.190 5.121
H6 -1.004 4.808 3.288
H7 -0.234 4.312 1.022
H8 1.110 5.089 -0.812
H9 -0.434 6.312 -2.269
H10 -2.173 5.098 -3.542
H11 -2.341 2.635 -3.342
H12 -0.792 1.408 -1.884
H13 3.054 3.312 -2.170
H14 4.992 4.800 -2.097
H15 5.897 5.562 0.085
H16 4.868 4.747 2.183
H17 2.920 3.271 2.116
H18 2.927 -0.045 4.947
H19 5.195 -0.064 5.849
H20 7.139 -0.223 4.309
H21 6.765 -0.296 1.892
H22 6.827 -1.666 -0.751
H23 9.029 -0.876 -1.475
H24 9.539 1.543 -1.511
H25 7.802 3.174 -0.824
H26 5.589 2.386 -0.120
H27 4.066 -2.774 1.595
H28 3.850 -5.071 0.731
H29 3.972 -5.500 -1.702
H30 4.254 -3.608 -3.272
H31 4.451 -1.313 -2.419
F1 -5.372 1.300 -0.327
C38 -4.900 0.077 -0.654
C39 -3.559 -0.124 -0.776
C40 -3.090 -1.420 -1.048
C41 -1.651 -1.640 -1.110
O1 -0.849 -0.698 -0.954
C42 -1.227 -3.003 -1.290
C43 -2.152 -3.978 -1.428
N1 -3.500 -3.755 -1.440
C44 -4.407 -4.867 -1.578
C45 -5.256 -4.952 -2.814
C46 -4.108 -5.900 -2.620
C47 -3.985 -2.485 -1.197
C48 -5.367 -2.239 -1.086
C49 -5.827 -0.970 -0.812
N2 -7.233 -0.770 -0.646
C50 -7.835 0.411 -1.225
C51 -9.327 0.191 -1.351
N3 -9.878 -0.067 0.033
C52 -9.203 -1.252 0.684
C53 -7.709 -1.005 0.704
C54 0.271 -3.163 -1.165
O2 0.709 -3.362 -0.020
O3 0.957 -2.712 -2.113
H32 -2.849 0.678 -0.632
H33 -1.871 -5.016 -1.539
H34 -4.836 -5.204 -0.640
H35 -5.114 -4.173 -3.549
H36 -6.263 -5.327 -2.707
H37 -3.244 -5.746 -3.248
H38 -4.318 -6.928 -2.366
H39 -6.077 -3.038 -1.227
H40 -7.420 0.592 -2.217
H41 -7.655 1.322 -0.634
H42 -9.573 -0.692 -1.939
H43 -9.850 1.064 -1.740
H44 -10.888 -0.206 -0.003
H45 -9.717 0.764 0.609
H46 -9.467 -2.111 0.067
H47 -9.630 -1.358 1.680
H48 -7.218 -1.883 1.123
H49 -7.481 -0.157 1.375

***

2.
Here is C54H49F4N8S3Ti as an isolated structure from the Open Molecules 2025 dataset. Energies are from ωB97M-V/def2-TZVPD.

As for the spin multiplicity: 1. Its HOMO energy is -15.81 eV. The total charge is +3. The orbital gap comes out at 8.0 eV. The calculation puts the energy relative to the best compared isomer or geometry (same formula, charge and spin) at 43.1 kJ/mol.

Element x y z (Å)
Ti1 -1.227 1.686 0.199
C1 -4.911 2.718 -2.092
C2 -3.515 2.276 -1.670
N1 -3.253 2.299 -0.179
C3 -4.334 1.556 0.551
C4 -4.406 0.069 0.232
C5 -3.208 3.706 0.315
C6 -1.945 4.400 -0.187
N2 -0.806 3.454 -0.155
C7 0.378 3.926 -0.790
C8 0.656 3.646 -2.131
F1 -0.197 2.924 -2.855
C9 1.795 4.128 -2.741
F2 2.011 3.838 -4.021
C10 2.698 4.895 -2.037
C11 2.441 5.176 -0.712
F3 3.294 5.902 -0.001
C12 1.295 4.710 -0.105
F4 1.067 4.984 1.187
H1 -4.896 2.918 -3.164
H2 -5.244 3.634 -1.605
H3 -5.660 1.945 -1.915
H4 -2.764 2.906 -2.140
H5 -3.331 1.266 -2.008
H6 -5.286 2.029 0.323
H7 -4.159 1.705 1.610
H8 -4.880 -0.120 -0.732
H9 -5.005 -0.435 0.991
H10 -3.421 -0.393 0.206
H11 -3.225 3.679 1.397
H12 -4.082 4.263 -0.006
H13 -1.744 5.275 0.431
H14 -2.084 4.764 -1.204
H15 3.593 5.279 -2.513
N3 -1.140 0.414 -1.169
S1 -0.444 -0.654 -1.942
N4 -0.120 -1.991 -1.081
S2 1.227 -2.261 -0.334
N5 1.874 -1.127 0.511
S3 1.129 -0.178 1.592
N6 0.308 0.936 1.051
C13 2.501 0.415 2.505
C14 2.521 1.776 2.773
C15 3.578 2.284 3.510
C16 4.580 1.435 3.967
C17 4.543 0.073 3.683
C18 3.502 -0.451 2.938
C19 0.198 -1.281 2.623
C20 -1.039 -1.675 2.122
C21 -1.806 -2.565 2.853
C22 -1.334 -3.053 4.067
C23 -0.098 -2.650 4.554
C24 0.681 -1.754 3.836
C25 2.549 -2.792 -1.369
C26 2.251 -3.849 -2.229
C27 3.275 -4.381 -2.987
C28 4.566 -3.869 -2.870
C29 4.838 -2.821 -2.001
C30 3.824 -2.269 -1.232
C31 0.868 -3.727 0.574
C32 1.894 -4.195 1.392
C33 1.697 -5.380 2.074
C34 0.499 -6.076 1.927
C35 -0.507 -5.594 1.101
C36 -0.331 -4.405 0.410
C37 1.053 -0.144 -2.739
C38 1.845 0.811 -2.112
C39 3.028 1.186 -2.723
C40 3.396 0.620 -3.938
C41 2.589 -0.330 -4.553
C42 1.402 -0.724 -3.955
C43 -1.464 -1.260 -3.225
C44 -1.691 -2.617 -3.395
C45 -2.508 -3.015 -4.443
C46 -3.062 -2.066 -5.293
C47 -2.809 -0.708 -5.108
C48 -2.004 -0.289 -4.065
H16 1.732 2.412 2.396
H17 3.625 3.344 3.724
H18 5.406 1.841 4.539
H19 5.331 -0.581 4.040
H20 3.482 -1.505 2.682
H21 -1.380 -1.307 1.162
H22 -2.775 -2.879 2.481
H23 -1.941 -3.740 4.645
H24 0.256 -3.020 5.509
H25 1.631 -1.426 4.234
H26 1.243 -4.248 -2.295
H27 3.073 -5.207 -3.659
H28 5.368 -4.302 -3.455
H29 5.847 -2.435 -1.912
H30 4.015 -1.460 -0.537
H31 2.831 -3.649 1.475
H32 2.482 -5.771 2.708
H33 0.354 -7.008 2.459
H34 -1.431 -6.147 0.986
H35 -1.102 -4.009 -0.242
H36 1.535 1.249 -1.176
H37 3.660 1.934 -2.257
H38 4.320 0.928 -4.415
H39 2.874 -0.753 -5.508
H40 0.760 -1.452 -4.437
H41 -1.248 -3.340 -2.722
H42 -2.710 -4.067 -4.597
H43 -3.694 -2.385 -6.112
H44 -3.238 0.023 -5.782
H45 -1.780 0.763 -3.915
N7 -2.978 -0.711 6.070
C49 -2.556 0.156 5.442
C50 -2.029 1.216 4.621
C51 -1.378 2.314 5.166
C52 -0.921 3.294 4.303
C53 -1.103 3.136 2.946
N8 -1.721 2.064 2.405
C54 -2.184 1.137 3.247
H46 -1.254 2.402 6.239
H47 -0.435 4.187 4.676
H48 -0.746 3.888 2.260
H49 -2.729 0.307 2.826

***

Molar mass, record by record: 937.11 1030.10 g/mol